{"formula": "C4H2N2S", "method": "the ωB97M-V functional and the def2-TZVPD basis", "lumo_ev": -2.1351, "mol_weight_g_mol": 110.1, "orbital_gap_ha": 0.298, "max_force_ev_per_a": 1.84, "smiles": "N#CCC(=S)C#N", "energy_ev": -17993.99403, "total_charge": 0, "symbols": ["S", "N", "N", "C", "C", "C", "C", "H", "H"], "positions_angstrom": [[1.605, 1.696, -0.606], [-1.496, -1.590, -1.405], [1.982, -1.397, 1.274], [1.413, -0.562, 0.731], [-1.177, -0.704, -0.760], [0.745, 0.492, 0.074], [-0.757, 0.427, 0.039], [-1.155, 0.293, 1.052], [-1.161, 1.344, -0.399]], "forces_ev_per_angstrom": [[-0.4572, -0.5999, 0.3652], [-0.1898, -0.5664, -0.4005], [0.0709, -0.2499, 0.1587], [0.4025, -0.5480, 0.3443], [-0.1076, 0.0510, 0.0432], [0.3477, 1.6087, -0.8324], [-0.2438, 0.3027, 0.2349], [0.0560, 0.1074, -0.0660], [0.1214, -0.1055, 0.1527]], "lowdin_charge": [0.8473, 0.1767, 0.2075, -0.2787, -0.2316, -0.7737, -0.2049, 0.1393, 0.1182]}

***

{"formula": "C34H80Cl4N9O9P3", "method": "the ωB97M-V functional and the def2-TZVPD basis", "lumo_ev": 0.3020, "mol_weight_g_mol": 993.8, "orbital_gap_ha": 0.317, "max_force_ev_per_a": 2.89, "smiles": "CN(C)P(=O)(N(C)C)N(C)C.CN(C)P(=O)(N(C)C)N(C)C.CN(C)P(=O)(N(C)C)N(C)C.O=C1CCCO1.O=C1CCCO1.O=C1CCCO1.ClCCCl.ClCCCl", "energy_ev": -146352.54928, "total_charge": 0, "symbols": ["Cl", "Cl", "Cl", "Cl", "P", "P", "P", "O", "O", "O", "O", "O", "O", "O", "O", "O", "N", "N", "N", "N", "N", "N", "N", "N", "N", "C", "C", "C", "C", "C", "C", "C", "C", "C", "C", "C", "C", "C", "C", "C", "C", "C", "C", "C", "C", "C", "C", "C", "C", "C", "C", "C", "C", "C", "C", "C", "C", "C", "C", "H", "H", "H", "H", "H", "H", "H", "H", "H", "H", "H", "H", "H", "H", "H", "H", "H", "H", "H", "H", "H", "H", "H", "H", "H", "H", "H", "H", "H", "H", "H", "H", "H", "H", "H", "H", "H", "H", "H", "H", "H", "H", "H", "H", "H", "H", "H", "H", "H", "H", "H", "H", "H", "H", "H", "H", "H", "H", "H", "H", "H", "H", "H", "H", "H", "H", "H", "H", "H", "H", "H", "H", "H", "H", "H", "H", "H", "H", "H", "H"], "positions_angstrom": [[-4.321, 4.177, 0.690], [1.985, 5.397, -1.175], [-1.977, 6.460, -2.148], [2.981, 3.145, -3.313], [-2.825, 1.558, 6.487], [-3.254, -1.998, -4.772], [7.177, 0.213, -0.009], [-3.759, 0.511, 6.970], [-1.797, 1.982, 0.691], [0.845, -4.119, -1.340], [-3.088, 1.411, -1.023], [-2.850, -0.603, -4.953], [1.783, -5.658, -2.702], [-0.677, -1.305, 1.566], [-1.360, -3.456, 1.567], [7.908, 1.238, 0.768], [8.126, -0.607, -1.148], [-3.223, -2.463, -3.174], [-3.029, 2.142, 4.908], [6.588, -0.945, 1.001], [-2.297, -3.165, -5.532], [-4.767, -2.287, -5.489], [-1.243, 0.986, 6.484], [-2.801, 2.905, 7.496], [5.953, 0.793, -1.061], [-5.602, -1.196, -5.969], [-1.000, -0.295, 7.140], [1.073, 4.998, -2.624], [4.700, 1.268, -0.504], [5.966, -2.171, 0.466], [-0.694, 1.041, -1.235], [7.639, -1.505, -2.187], [1.822, -4.605, -2.117], [2.864, -3.026, -0.767], [-2.147, 4.174, 7.196], [-1.986, 1.437, -0.560], [6.349, 1.559, -2.229], [-5.418, -3.549, -5.243], [1.329, -2.931, -0.634], [-0.919, -3.355, -5.112], [0.374, 1.445, -0.150], [6.204, -0.495, 2.369], [-2.594, -4.130, 1.680], [-3.590, -3.046, 2.145], [-2.677, 1.363, 3.732], [-0.418, 2.269, 0.851], [-3.109, 6.173, -0.766], [-4.067, 3.131, 4.660], [-3.620, -1.468, -2.182], [-2.530, -3.427, -6.943], [-3.048, -1.874, 1.365], [-0.112, 1.695, 5.892], [3.049, -3.728, -2.072], [9.550, -0.319, -1.166], [-3.517, 4.714, -0.785], [1.947, 4.538, -3.749], [-1.552, -2.135, 1.482], [-3.191, -3.830, -2.671], [-3.760, 2.978, 8.618], [-0.463, -4.216, -5.601], [-5.012, 2.783, 5.086], [-2.201, -4.297, -2.613], [-2.689, 4.025, -0.935], [-0.661, -0.038, -1.377], [-2.727, -1.253, -1.590], [-1.271, -0.379, 8.194], [-0.108, 3.289, 0.594], [-3.547, -3.001, 3.236], [-2.126, 1.955, 3.004], [-0.288, -2.465, -5.176], [-3.922, 6.785, -1.143], [-4.614, -3.387, 1.981], [-3.723, -3.914, -1.726], [-2.749, 4.952, 6.720], [-3.902, -0.551, -2.695], [-3.283, -1.918, 0.303], [3.261, -2.003, -0.817], [-2.941, -4.489, 0.707], [0.417, 2.243, 6.679], [-0.441, 1.564, -2.152], [-1.684, -0.981, 6.630], [-4.937, -4.372, -5.771], [1.080, -2.969, 0.422], [-1.769, -4.112, -7.322], [5.311, -1.906, -0.364], [2.995, -3.045, -2.919], [-3.214, -0.903, 1.827], [1.192, 1.919, -0.698], [5.425, -2.766, 1.197], [7.372, 1.366, -2.564], [-3.806, 3.954, 9.100], [-0.823, -3.688, -4.072], [1.102, -1.936, -1.016], [1.418, 4.273, -4.668], [-5.167, -0.675, -6.826], [-3.576, 1.043, 3.192], [0.573, 1.005, 5.400], [0.232, 4.355, -2.371], [0.922, 0.609, 0.290], [-2.595, -2.548, -7.587], [3.842, 0.643, -0.785], [-0.032, -0.782, 7.023], [-2.725, -4.955, 2.379], [6.775, -2.769, 0.047], [-5.811, -0.418, -5.232], [8.208, -2.433, -2.049], [-0.138, 2.083, 1.886], [3.961, -4.311, -1.964], [5.674, 1.389, -3.067], [4.412, 2.256, -0.869], [5.652, 0.444, 2.286], [7.868, -1.110, -3.180], [-4.445, -1.782, -1.538], [6.616, -1.848, -2.085], [-5.470, -3.762, -4.164], [9.774, 0.479, -0.460], [6.485, 2.607, -1.938], [-2.180, 0.417, 3.948], [9.725, 0.262, -2.087], [-6.504, -3.502, -5.352], [-1.751, 4.583, 8.128], [-3.415, -4.030, -7.172], [-6.519, -1.629, -6.364], [-4.230, 3.269, 3.592], [7.127, -0.324, 2.914], [0.590, 5.941, -2.881], [-3.599, -4.533, -3.404], [-3.778, 4.113, 5.039], [3.458, -3.281, 0.111], [5.480, -1.194, 2.781], [2.547, 5.331, -4.198], [-1.249, 3.972, 6.612], [-4.797, 2.900, 8.276], [-2.621, 6.480, 0.152], [-4.252, 4.482, -1.552], [4.740, 1.280, 0.586], [-3.566, 2.151, 9.296], [-0.506, 2.452, 5.215], [10.200, -1.192, -1.205]], "forces_ev_per_angstrom": [[-0.1949, 0.2685, 0.7150], [0.3036, -0.0986, 0.6008], [0.3305, -0.1613, 0.1268], [-0.1228, 0.1567, -0.1115], [0.8469, -0.0100, -0.3409], [-0.3671, -1.2822, -0.8490], [0.5675, -0.0086, -1.8351], [0.3363, 0.6494, -0.0742], [0.5588, -0.1961, -1.1641], [-0.4298, 1.2562, 0.3215], [-0.1786, -0.4011, -0.0414], [-0.0457, 0.7225, 0.0412], [-0.8452, 0.5265, 0.2131], [-0.2181, -0.8943, -0.4052], [1.2563, -0.8131, 0.4219], [-0.2131, -0.2330, -0.2213], [-0.7333, 0.4155, 1.2134], [-0.4960, -0.3677, 0.1660], [0.5950, -0.0655, 0.7856], [-1.3560, -0.3138, 0.8563], [-0.5464, -0.1455, 0.2811], [0.6457, 0.3807, 0.2877], [0.1631, -0.1541, -0.3913], [-1.0828, 0.7876, 0.0028], [0.4383, -0.6779, 0.5620], [0.2171, 0.3690, -0.6346], [-1.2539, -1.1984, -0.5334], [-0.7731, 0.7454, -0.3257], [-0.6219, -0.3471, 0.3280], [0.9349, 0.7603, -0.6208], [1.4017, -0.1332, 2.0194], [1.0948, -0.4932, 0.5939], [1.2122, -1.4093, -0.6101], [0.0280, 2.8432, 0.5093], [0.9297, -0.6476, 0.3001], [-0.7015, 0.8386, -0.2561], [1.1867, 0.4378, 0.2571], [-0.5319, -0.1050, 1.5438], [1.8576, -0.5887, 0.9519], [0.4678, -0.3725, 1.1355], [0.4201, -1.3592, -1.2185], [-0.1534, 0.3499, -1.3255], [-2.5797, 0.1695, -0.1602], [-0.1744, -1.2084, -0.0967], [-0.5755, -0.5240, -0.2727], [1.6853, 0.3809, 0.1231], [-0.1829, -0.3043, -1.1953], [-0.1854, 0.0443, 0.1367], [0.7973, 0.3388, -0.5776], [-0.2762, -0.6911, -0.7482], [0.5857, 0.5154, 1.0244], [-0.6493, 0.3186, 0.9188], [0.1950, -0.3969, 0.9611], [-0.5407, 1.4112, -1.4688], [-0.0746, -0.6906, -0.3722], [0.2619, -0.0078, -1.2745], [-0.3971, 1.2020, 0.3221], [0.4362, -0.9441, -1.2932], [-0.7749, -0.4545, -0.7864], [-0.0655, 0.2975, -0.5772], [-0.1153, 0.3520, 0.0565], [0.3411, 0.7063, 0.7152], [0.1810, 0.2650, 0.0514], [-0.2934, 0.0261, -0.3214], [-0.2630, 0.2382, 0.3163], [0.0967, 0.5511, 0.0892], [-0.9986, 0.4246, 0.3657], [0.4136, 0.7068, -0.0330], [0.2663, -0.0128, 0.1939], [-0.0077, 0.0242, -0.4463], [-0.2871, 0.2005, 1.0679], [-0.0140, 0.3074, -0.5424], [-0.0136, -0.0066, -0.0119], [-0.2175, -0.1746, -0.1119], [0.0558, 0.0809, 0.1863], [-0.3371, 0.1794, 0.1286], [-0.3527, 0.1837, -0.4226], [0.4524, -0.0661, -0.1675], [0.3626, -0.0650, -0.0935], [-0.7083, -0.0466, -0.2065], [0.0247, -0.3431, 0.3395], [-0.3294, -0.1332, -0.0109], [-0.6648, -0.2298, -0.1860], [0.4439, 0.4386, 0.0953], [-0.2543, -0.1677, 0.0621], [0.4176, -0.0735, -0.0605], [-0.3211, 0.1146, -0.4531], [-0.2081, 0.8830, 0.4077], [0.0931, 0.2853, 0.2671], [-0.1569, -0.7791, 0.0369], [0.9022, -0.0285, 0.1320], [-0.4752, 0.3341, 0.1432], [-1.0860, -0.4558, -0.6367], [-0.6811, -0.5257, 0.5329], [0.3073, -0.0715, 0.1103], [-0.2029, 0.1375, 0.0962], [-0.0469, 0.0412, -0.1694], [0.3789, -0.4430, 0.0308], [-0.7179, -0.3680, 0.1937], [0.2643, 0.1351, 0.1160], [0.1290, -0.2524, -0.0288], [0.3986, 0.8713, -0.2781], [1.3712, -0.1101, 0.0730], [-0.1326, -0.3540, 0.0500], [-0.1521, -0.2034, 0.1715], [0.1402, -0.0755, -0.4115], [-0.0691, -0.0881, -0.0301], [-0.0797, -0.1975, -1.0532], [-0.1209, 0.2953, 0.0450], [0.4279, 0.1841, 0.1644], [0.1836, 0.1636, 0.3043], [-0.2806, 0.0182, -0.1266], [-0.0285, -0.2151, -0.1183], [-0.2287, 0.7084, -0.0460], [0.7549, -0.2711, -0.0085], [0.1813, -0.7478, 0.7350], [-0.7978, 0.2288, -0.3163], [0.4200, 0.3037, 0.3088], [0.3013, -0.4396, -0.3683], [0.1285, 0.1031, -1.1456], [-0.1694, 0.0764, 0.0821], [-0.3703, 0.3314, 0.5399], [-0.1592, 0.0671, 0.2831], [0.1721, -0.2024, -0.0365], [-0.3053, -0.1746, 0.5308], [0.1324, -0.0643, -0.3733], [-0.6509, 0.2119, 0.1670], [-0.2274, -0.0743, 0.1988], [-0.5288, -1.4390, -0.0749], [0.4752, -0.2769, 0.3246], [0.5486, 0.1064, 0.9344], [-0.1795, 0.2025, -0.3350], [0.0271, -0.4499, -0.1649], [-0.1842, 0.1524, -0.0108], [0.2394, 0.3320, -0.2870], [-0.0838, 0.1749, -0.0313], [-0.1032, 0.2408, 0.3279], [0.1918, -0.1966, -0.3199], [-0.0320, -0.0524, 0.5249]], "lowdin_charge": [0.5993, 0.5627, 0.5723, 0.5477, 0.5382, 0.5212, 0.5303, -0.2901, -0.0260, 0.0406, 0.1100, -0.2770, 0.1129, 0.1071, 0.0448, -0.2819, -0.3205, -0.2778, -0.2982, -0.2856, -0.2809, -0.2980, -0.3055, -0.2889, -0.2935, -0.1087, -0.1208, -0.7191, -0.1217, -0.0974, -0.0306, -0.1221, -0.5018, -0.1855, -0.1225, -0.4713, -0.1249, -0.1305, -0.1075, -0.1128, -0.1438, -0.0828, -0.1608, -0.1413, -0.1092, -0.1701, -0.5838, -0.0984, -0.1080, -0.1210, -0.0600, -0.1155, -0.0739, -0.1129, -0.6795, -0.6491, -0.4693, -0.1120, -0.1049, 0.0850, 0.0896, 0.0669, 0.0366, 0.1053, 0.0616, 0.0757, 0.1170, 0.1220, 0.0605, 0.0856, 0.0590, 0.1195, 0.0736, 0.0706, 0.0731, 0.0921, 0.0899, 0.1169, 0.0769, 0.1225, 0.0664, 0.0706, 0.1100, 0.0790, 0.0413, 0.1386, 0.1137, 0.0864, 0.0799, 0.0716, 0.0766, 0.0541, 0.1164, 0.0768, 0.0765, 0.0833, 0.0797, 0.0477, 0.0957, 0.0855, 0.0666, 0.0782, 0.1296, 0.0754, 0.0774, 0.0821, 0.1191, 0.1321, 0.0752, 0.0528, 0.0550, 0.0822, 0.0855, 0.0582, 0.0674, 0.0694, 0.0910, 0.0845, 0.0773, 0.0824, 0.0832, 0.0620, 0.0744, 0.0520, 0.0799, 0.0208, 0.0665, 0.0626, 0.1011, 0.0775, 0.0774, 0.0584, 0.0732, 0.0728, 0.0750, 0.0660, 0.0765, 0.0587, 0.0811]}